(A)
The following is a DFT calculation (the ωB97M-V functional and the def2-TZVPD basis) of a molecular structure, C12H19BiNO12P2.

Last column: natural (NBO) charge in e.
Element x y z (Å)
1 Bi 0.11831 -0.20796 -0.35642  1.896
2 C 0.32216 3.67350 2.45217  -0.199
3 C -0.87890 3.65263 1.77370  -0.226
4 C -0.93266 3.73998 0.38005  -0.096
5 C 0.29632 3.88998 -0.30706  -0.189
6 C 1.49125 3.90714 0.38056  -0.217
7 C 1.50681 3.77138 1.76446  -0.179
8 H 0.31056 3.52974 3.52390  0.222
9 H -1.80222 3.55557 2.32463  0.249
10 H -2.22580 3.70012 -0.11772  0.311
11 H 0.30572 3.92525 -1.38819  0.220
12 H 2.45580 3.91727 -0.10364  0.238
13 H 2.47034 3.64035 2.23682  0.224
14 O -2.75938 -2.67170 -2.76270  -0.683
15 C -1.94854 -1.71632 -2.29969  0.797
16 O -1.71314 -1.60388 -1.11398  -0.624
17 C -1.59252 -0.58904 -3.24927  -0.169
18 O -0.51087 0.10031 -2.75686  -0.913
19 C -1.97189 2.47016 -0.97170  -0.377
20 C -2.55809 1.81625 0.55391  0.807
21 O -3.49618 2.50702 0.94861  -0.661
22 O -1.99044 0.84565 1.01365  -0.596
23 H -2.88785 -3.34360 -2.07875  0.494
24 H -2.53928 -0.11043 -3.55461  0.155
25 H -1.19834 -1.07034 -4.16814  0.184
26 H -2.93055 2.63441 -1.50854  0.198
27 H -1.53605 3.47436 -1.25422  0.230
28 N 4.57509 -0.97734 -2.93894  -0.703
29 C 3.24507 -0.63935 -2.32741  -0.622
30 C 2.59059 0.49100 -3.11730  -0.659
31 P 3.64158 -0.25986 -0.52463  2.344
32 O 4.84433 -1.40444 -0.38181  -1.055
33 O 4.36150 1.04684 -0.48800  -1.163
34 O 2.53414 -0.71821 0.36536  -1.109
35 P 2.08012 -2.12554 -2.47390  2.366
36 O 3.28446 -3.25540 -2.29089  -1.046
37 O 1.60669 -2.22377 -3.87489  -1.143
38 O 1.21538 -2.22500 -1.25431  -1.126
39 H 5.21609 -0.19241 -2.81660  0.434
40 H 4.44544 -1.28623 -3.90275  0.429
41 H 4.92922 -1.77151 -2.38797  0.484
42 H 3.17419 1.41509 -3.14452  0.204
43 H 1.58660 0.69613 -2.75764  0.289
44 H 2.49935 0.11490 -4.14129  0.223
45 H 5.00015 -1.53442 0.55932  0.503
46 H 2.86081 -4.09457 -2.07868  0.500
47 O -0.23164 -1.36850 1.13217  -1.246

Values from the calculation:
- HOMO energy (eV) = -4.029
- total charge = -1
- multiplicity = 1
- LUMO level (eV) = 0.68
- HOMO-LUMO gap (Ha) = 0.173

---

(B)
The following is a DFT calculation (the ωB97M-V functional and the def2-TZVPD basis) of a molecular structure, C12H19BiNO12P2.

Last column: natural (NBO) charge in e.
Element x y z (Å)
1 Bi 0.02854 0.04256 -0.00891  2.021
2 C 1.14166 2.76878 -0.98176  -0.227
3 C 0.37294 3.12638 0.11958  -0.178
4 C -1.00870 2.96446 0.08050  -0.240
5 C -1.63040 2.47043 -1.06444  -0.217
6 C -0.86684 2.13497 -2.17271  -0.189
7 C 0.52289 2.27447 -2.12953  -0.255
8 H 2.21589 2.88847 -0.94390  0.224
9 H 0.83909 3.52522 1.00502  0.233
10 H -1.60454 3.24126 0.94155  0.218
11 H -2.70460 2.34441 -1.08923  0.230
12 H -1.37518 1.81079 -3.06373  0.224
13 H 1.12260 2.01504 -2.99323  0.217
14 O 0.86813 -4.22828 -1.12100  -0.694
15 C 0.66618 -2.89846 -1.07322  0.815
16 O -0.03802 -2.40991 -0.23840  -0.575
17 C 0.97609 -2.18491 -2.36841  -0.154
18 O 0.55453 -0.84820 -2.29109  -0.571
19 C -0.56713 -0.46833 -3.11136  -0.204
20 C -2.01125 -0.42111 -2.34980  0.757
21 O -2.91715 -0.24449 -3.16793  -0.728
22 O -2.09128 -0.67247 -1.11380  -0.763
23 H 0.62378 -4.58569 -0.25562  0.500
24 H 2.04080 -2.23216 -2.59840  0.218
25 H 0.43850 -2.73082 -3.14907  0.202
26 H -0.35724 0.45562 -3.62747  0.190
27 H -0.67110 -1.19762 -3.91991  0.188
28 N 0.50552 -0.60824 5.24690  -0.745
29 C -0.05191 0.40542 4.27617  -0.619
30 C -0.71995 1.54117 5.05046  -0.623
31 P -1.34803 -0.60211 3.33572  2.386
32 O -2.62172 0.39774 3.46550  -1.010
33 O -1.52102 -1.78939 4.23815  -1.158
34 O -1.09211 -0.83553 1.88406  -1.162
35 P 1.45684 0.97695 3.31314  2.393
36 O 1.75393 2.38687 4.11646  -1.024
37 O 2.49405 -0.01262 3.74459  -1.144
38 O 1.14175 1.35049 1.90912  -1.156
39 H -0.14154 -1.43247 5.16378  0.472
40 H 0.58437 -0.24012 6.18840  0.401
41 H 1.46092 -0.80922 4.84588  0.479
42 H -1.56620 1.17258 5.63302  0.213
43 H -1.09121 2.29488 4.36099  0.246
44 H -0.00006 2.02019 5.71566  0.214
45 H -3.33166 0.05294 2.90932  0.506
46 H 2.50217 2.81175 3.68152  0.493
47 O 1.77988 -0.80606 0.33055  -1.406

Values from the calculation:
- HOMO energy (eV) = -4.024
- total charge = -1
- multiplicity = 1
- LUMO level (eV) = 2.75
- HOMO-LUMO gap (Ha) = 0.249

---

Relative to the most stable one, in kcal/mol, the structures come out at (A) 187.3; (B) 0.0.

---

(A)
The following is a DFT calculation (the ωB97M-V functional and the def2-TZVPD basis) of a gas-phase ion, C2H3Cl2N2 (charge +1).

Last column: natural (NBO) charge in e.
Element x y z (Å)
1 N 0.18410 0.90316 1.52798  -0.860
2 C -0.25231 -0.33055 0.93135  0.178
3 C 0.51303 -0.55117 -0.68940  0.189
4 N -0.07615 -0.96641 -1.70180  -0.441
5 Cl 0.69900 -1.53158 -3.16650  0.290
6 Cl -1.86410 -0.99735 -1.90762  0.196
7 H -0.08906 1.69962 0.83325  0.463
8 H 1.25263 0.63441 1.81678  0.521
9 H -0.36713 1.13987 2.35596  0.463

Values from the calculation:
- HOMO energy (alpha / beta) (eV) = -13.715 / -13.812
- total charge = +1
- multiplicity = 1
- LUMO level (alpha / beta) (eV) = -5.96 / -6.63
- HOMO-LUMO gap (alpha / beta) (Ha) = 0.285 / 0.264
- SMILES = [NH3+]C#CN(Cl)Cl

---

(B)
The following is a DFT calculation (the ωB97M-V functional and the def2-TZVPD basis) of 2 unconnected molecules or ions with the total composition C2H3Cl2N2.

Last column: natural (NBO) charge in e.
Element x y z (Å)
1 C 0.22532 0.80824 0.36013  0.165
2 C 0.68519 -0.17311 -0.15018  -0.236
3 N -1.80317 1.97188 1.20050  -0.348
4 N 1.37668 -1.29908 -0.70059  -0.684
5 Cl -2.64544 0.78270 1.94285  0.353
6 Cl -2.46282 2.62775 -0.15017  0.355
7 H 2.26452 -0.99700 -1.12825  0.466
8 H 0.78257 -1.73847 -1.41749  0.464
9 H 1.57714 -1.98291 0.04319  0.465

Values from the calculation:
- HOMO energy (alpha / beta) (eV) = -13.713 / -14.591
- total charge = +1
- multiplicity = 1
- LUMO level (alpha / beta) (eV) = -6.84 / -5.98
- HOMO-LUMO gap (alpha / beta) (Ha) = 0.253 / 0.316

---

Relative to the most stable one, in kcal/mol, the structures come out at (A) 12.9; (B) 0.0.

---

(A)
The following is a DFT calculation (the ωB97M-V functional and the def2-TZVPD basis) of C2O2S in the gas phase.

Last column: natural (NBO) charge in e.
Element x y z (Å)
1 O 0.46305 1.48005 0.82362  -0.762
2 S 0.72368 0.08127 0.63868  1.513
3 C -1.09998 -0.58499 0.52064  -0.429
4 C -0.57476 -0.56296 -0.65422  0.238
5 O 0.48802 -0.41336 -1.32872  -0.560

Values from the calculation:
- HOMO energy (eV) = -10.043
- multiplicity = 1
- LUMO level (eV) = -1.70
- HOMO-LUMO gap (Ha) = 0.306
- SMILES = O=[S@]12=C=C1O2

---

(B)
The following is a DFT calculation (the ωB97M-V functional and the def2-TZVPD basis) of 2 unconnected molecules or ions with the total composition C2O2S.

Last column: natural (NBO) charge in e.
Element x y z (Å)
1 C 1.14293 -0.22576 0.24174  1.023
2 C -1.92061 0.60589 -0.76716  -0.175
3 O 0.58327 -1.17345 -0.07188  -0.517
4 O 1.70715 0.71900 0.55246  -0.507
5 S -2.51411 -0.10405 0.43955  0.176

Values from the calculation:
- HOMO energy (eV) = -11.345
- multiplicity = 1
- LUMO level (eV) = -0.20
- HOMO-LUMO gap (Ha) = 0.410

---

Relative to the most stable one, in kcal/mol, the structures come out at (A) 111.9; (B) 0.0.

---

(A)
The following is a DFT calculation (the ωB97M-V functional and the def2-TZVPD basis) of C22H30N2O3 in the gas phase.

Last column: natural (NBO) charge in e.
Element x y z (Å)
1 C -5.13496 -0.71830 -2.95861  -0.251
2 O -4.53850 -0.14024 -1.82520  -0.514
3 C -4.91160 -0.58143 -0.58810  0.392
4 C -5.82741 -1.60169 -0.37058  -0.316
5 C -6.13964 -1.99898 0.91939  -0.192
6 C -5.54353 -1.38191 2.00312  -0.241
7 C -4.63129 -0.36456 1.79286  -0.163
8 C -4.29375 0.05371 0.50999  -0.152
9 C -3.34455 1.12990 0.25979  -0.191
10 C -2.41025 1.56558 1.10188  -0.186
11 C -1.41810 2.63529 0.74557  -0.243
12 N -0.14160 2.12862 0.25303  -0.443
13 C -0.24205 1.42878 -1.01242  -0.250
14 C 1.17549 1.19503 -1.54077  -0.210
15 N 2.02339 0.45880 -0.62116  -0.480
16 C 1.83836 -0.98734 -0.63562  -0.259
17 C 3.05304 -1.63809 -0.06008  0.267
18 C 3.25761 -2.38524 1.06070  -0.300
19 C 4.65093 -2.64568 1.11491  -0.330
20 C 5.19784 -2.03261 0.02762  0.299
21 C 6.59851 -1.92303 -0.45648  -0.655
22 O 4.23001 -1.42554 -0.69030  -0.415
23 C 2.00139 1.03388 0.72249  -0.056
24 C 2.86151 2.30220 0.78517  -0.436
25 C 4.32500 2.01872 0.43050  -0.052
26 O 4.52529 1.70562 -0.92022  -0.744
27 C 0.56709 1.30312 1.21055  -0.233
28 H -4.70009 -0.20283 -3.81397  0.201
29 H -4.91118 -1.78774 -3.03156  0.176
30 H -6.22010 -0.57232 -2.96335  0.177
31 H -6.30730 -2.09719 -1.20000  0.216
32 H -6.85570 -2.79321 1.06965  0.213
33 H -5.79216 -1.68743 3.00820  0.213
34 H -4.18228 0.13169 2.63946  0.210
35 H -3.42343 1.58212 -0.71999  0.214
36 H -2.27942 1.10367 2.07102  0.190
37 H -1.19918 3.25147 1.62321  0.200
38 H -1.82639 3.27917 -0.03829  0.200
39 H -0.79338 2.05333 -1.71843  0.205
40 H -0.77662 0.46645 -0.91378  0.168
41 H 1.13940 0.65882 -2.49153  0.200
42 H 1.64444 2.16643 -1.71593  0.208
43 H 0.95398 -1.33018 -0.07741  0.191
44 H 1.72658 -1.29385 -1.68028  0.216
45 H 2.51435 -2.71315 1.75921  0.224
46 H 5.16919 -3.20695 1.86528  0.224
47 H 7.28382 -2.26713 0.31224  0.226
48 H 6.74297 -2.52415 -1.35415  0.223
49 H 6.82002 -0.88695 -0.70676  0.238
50 H 2.45248 0.29322 1.39502  0.215
51 H 2.45953 3.05850 0.11286  0.216
52 H 2.82203 2.69654 1.80162  0.207
53 H 4.69656 1.20214 1.07246  0.145
54 H 4.93178 2.90777 0.62679  0.176
55 H 3.90672 0.98732 -1.13562  0.494
56 H 0.60457 1.82649 2.16839  0.204
57 H 0.05881 0.33403 1.36848  0.164

Values from the calculation:
- HOMO energy (eV) = -8.111
- multiplicity = 1
- LUMO level (eV) = 0.69
- HOMO-LUMO gap (Ha) = 0.323
- SMILES = COc1ccccc1/C=C/CN1CCN(Cc2ccc(C)o2)[C@@H](CCO)C1

---

(B)
The following is a DFT calculation (the ωB97M-V functional and the def2-TZVPD basis) of C22H30N2O3 in the gas phase.

Last column: natural (NBO) charge in e.
Element x y z (Å)
1 C -5.73084 -2.01614 -0.33582  -0.623
2 C -4.60343 -2.44394 0.58560  -0.068
3 O -3.36501 -2.08544 -0.02152  -0.528
4 C -2.27113 -2.17602 0.76367  0.793
5 O -2.33041 -2.54901 1.91359  -0.610
6 C -1.03931 -1.76073 0.10627  -0.270
7 C 0.21220 -1.78021 0.77660  -0.228
8 C 1.15451 -1.31176 -0.09595  0.065
9 C 2.59014 -1.15153 0.12889  -0.005
10 C 3.03692 -0.44717 1.24541  -0.204
11 C 4.38751 -0.29679 1.49085  -0.212
12 C 5.33416 -0.84608 0.63418  -0.012
13 C 6.79803 -0.65672 0.88765  -0.627
14 C 4.88791 -1.56566 -0.46733  -0.212
15 C 3.53808 -1.72202 -0.71701  -0.209
16 N 0.51943 -1.00239 -1.28163  -0.341
17 C 1.13606 -0.26794 -2.35632  -0.204
18 C 1.41575 1.18546 -1.94172  -0.501
19 C 0.11905 1.88864 -1.55346  0.681
20 O -0.56632 2.47737 -2.36514  -0.643
21 N -0.19970 1.78089 -0.25000  -0.613
22 C -1.36934 2.40649 0.34204  -0.060
23 C -2.34445 1.34328 0.83798  -0.617
24 C -0.91571 3.35314 1.46070  -0.395
25 C -2.02221 4.28688 1.93519  -0.606
26 C -0.81147 -1.25408 -1.16631  0.255
27 C -1.76020 -0.99078 -2.27966  -0.682
28 H -6.68593 -2.28026 0.10874  0.216
29 H -5.63782 -2.51298 -1.29807  0.210
30 H -5.69786 -0.94126 -0.49464  0.211
31 H -4.67455 -1.95057 1.56166  0.194
32 H -4.61627 -3.52745 0.75219  0.184
33 H 0.37276 -2.13237 1.77517  0.241
34 H 2.31346 -0.01838 1.92444  0.214
35 H 4.71395 0.25468 2.36105  0.211
36 H 7.37555 -1.47109 0.45670  0.217
37 H 7.00285 -0.60334 1.95446  0.218
38 H 7.13739 0.27515 0.43339  0.222
39 H 5.60810 -2.01910 -1.13360  0.211
40 H 3.21712 -2.32132 -1.55715  0.211
41 H 2.07868 -0.74397 -2.63623  0.217
42 H 0.47019 -0.27682 -3.21959  0.227
43 H 1.84530 1.71389 -2.79287  0.240
44 H 2.12563 1.20193 -1.11336  0.221
45 H 0.37553 1.22434 0.36368  0.400
46 H -1.83236 2.98638 -0.46345  0.229
47 H -3.23471 1.81059 1.24783  0.211
48 H -2.64278 0.69567 0.01835  0.219
49 H -1.88308 0.73103 1.61081  0.209
50 H -0.54814 2.76138 2.30289  0.192
51 H -0.08437 3.95314 1.08241  0.207
52 H -2.83237 3.73171 2.39985  0.203
53 H -1.63024 4.98877 2.66743  0.212
54 H -2.42501 4.85275 1.09853  0.206
55 H -1.77354 0.06849 -2.53917  0.239
56 H -2.75789 -1.29091 -1.97989  0.260
57 H -1.47979 -1.55784 -3.16833  0.221

Values from the calculation:
- HOMO energy (eV) = -8.046
- multiplicity = 1
- LUMO level (eV) = 0.68
- HOMO-LUMO gap (Ha) = 0.321
- SMILES = CCOC(=O)c1cc(-c2ccc(C)cc2)n(CCC(=O)N[C@@H](C)CC)c1C

---

Relative to the most stable one, in kcal/mol, the structures come out at (A) 81.8; (B) 0.0.

---

(A)
The following is a DFT calculation (the ωB97M-V functional and the def2-TZVPD basis) of a molecular structure, CH6N4O2.

Last column: natural (NBO) charge in e.
Element x y z (Å)
1 C -0.60309 0.27412 -0.19994  0.833
2 N 1.79574 0.79023 0.70022  -0.717
3 N 1.58017 -0.96343 -0.71448  -0.644
4 N -2.99660 -0.29159 -0.12725  -0.529
5 N 1.09831 -0.40748 0.41861  -0.106
6 O -0.55678 1.12704 -1.07015  -0.609
7 O -1.58854 -0.38290 0.33535  -0.407
8 H 1.95864 1.47399 -0.04667  0.364
9 H 1.67674 1.14200 1.69160  0.383
10 H 2.21393 -1.67501 -0.27835  0.355
11 H 2.29647 -0.40591 -1.24038  0.336
12 H -3.48280 0.56008 0.34510  0.367
13 H -3.39219 -1.24113 0.18633  0.374

Values from the calculation:
- HOMO energy (eV) = -8.168
- multiplicity = 1
- LUMO level (eV) = 0.77
- HOMO-LUMO gap (Ha) = 0.329

---

(B)
The following is a DFT calculation (the ωB97M-V functional and the def2-TZVPD basis) of CH6N4O2 in the gas phase.

Last column: natural (NBO) charge in e.
Element x y z (Å)
1 N 1.13250 -0.88491 -0.84377  -0.864
2 C 0.33885 -0.05881 0.02679  0.593
3 N 1.22089 0.59970 1.00791  -0.831
4 N -0.54364 0.91396 -0.60096  -0.411
5 O -1.87051 0.71023 0.02909  -0.255
6 N -1.87121 -0.64858 0.31694  -0.051
7 O -0.60319 -0.94820 0.75747  -0.381
8 H 0.67005 -1.49613 -1.64497  0.393
9 H 1.90506 -0.30572 -1.23892  0.383
10 H 0.56776 1.37336 1.41726  0.360
11 H 1.44494 -0.01509 1.72081  0.377
12 H -0.21026 1.89172 -0.42789  0.371
13 H -2.18122 -1.13153 -0.51976  0.317

Values from the calculation:
- HOMO energy (eV) = -9.074
- multiplicity = 1
- LUMO level (eV) = 0.88
- HOMO-LUMO gap (Ha) = 0.366
- SMILES = NC1(N)NONO1

---

Relative to the most stable one, in kcal/mol, the structures come out at (A) 13.6; (B) 0.0.